114
Properties=species:S:1:pos:R:3 method="wB97M-V/def2-TZVPD" e_above_lowest_kcal_mol=0.00 orbital_gap_ev=6.65 homo_ha=-0.3969 total_energy_ev=-61240.22619 total_charge=+1 lumo_energy_ha=-0.1527
C 3.91 -2.63 -0.29
O 4.43 -1.54 0.53
C 5.52 -0.96 -0.24
C 5.92 0.51 0.26
C 4.78 1.63 0.06
C 3.61 1.21 -0.97
C 2.92 2.60 -1.47
C 1.32 2.60 -1.31
C 0.81 3.10 0.14
C -0.69 2.49 0.35
C -0.48 0.96 0.76
C -1.86 0.20 1.12
N -1.93 -0.37 2.40
N -3.04 -1.01 2.73
C -4.25 -1.30 2.04
C -4.34 -0.74 0.57
C -5.64 -1.01 -0.30
C -5.95 -2.61 -0.15
N -6.27 -3.27 -1.46
C -3.08 0.05 0.16
C -3.07 0.73 -1.30
C -1.87 0.23 -2.24
C -2.00 1.09 -3.61
F -2.80 0.66 -4.71
C -1.26 2.33 -3.72
F -0.10 2.49 -4.52
F -1.70 3.47 -2.99
H 3.03 -2.23 -0.93
H 3.50 -3.50 0.32
H 4.69 -3.06 -1.02
H 6.45 -1.62 -0.05
H 5.34 -1.01 -1.37
H 6.91 0.79 -0.23
H 6.11 0.43 1.39
H 5.28 2.55 -0.36
H 4.32 1.94 1.07
H 2.87 0.49 -0.50
H 4.11 0.71 -1.88
H 3.13 2.65 -2.60
H 3.42 3.53 -1.03
H 0.98 1.53 -1.56
H 0.91 3.26 -2.17
H 0.78 4.24 0.08
H 1.55 2.70 0.91
H -1.21 2.67 -0.65
H -1.14 3.12 1.20
H 0.16 0.97 1.71
H 0.12 0.34 0.00
H -3.04 -1.38 3.70
H -5.11 -1.88 2.52
H -5.52 -0.84 -1.42
H -6.55 -0.44 0.12
H -6.83 -2.80 0.56
H -5.03 -3.17 0.28
H -5.74 -4.17 -1.45
H -5.89 -2.76 -2.26
H -4.04 0.53 -1.88
H -3.08 1.87 -1.12
H -2.04 -0.85 -2.56
H -0.83 0.44 -1.86
C -10.23 -2.36 2.60
C -8.98 -2.02 3.37
O -8.09 -1.24 2.57
H -9.98 -2.92 1.69
H -10.92 -2.96 3.20
H -10.75 -1.45 2.28
H -8.45 -2.93 3.67
H -9.22 -1.44 4.28
H -8.56 -0.44 2.31
C 7.22 1.20 -5.10
C 6.24 1.34 -3.95
O 6.94 1.57 -2.73
H 7.91 0.38 -4.91
H 6.70 1.01 -6.04
H 7.82 2.11 -5.20
H 5.66 0.42 -3.84
H 5.55 2.17 -4.13
H 7.44 2.39 -2.84
C -6.24 -6.02 1.45
C -6.09 -6.81 0.16
O -4.83 -6.54 -0.44
H -6.15 -4.95 1.26
H -7.21 -6.22 1.92
H -5.45 -6.29 2.16
H -6.87 -6.52 -0.55
H -6.17 -7.88 0.35
H -4.15 -6.80 0.20
C -1.90 -4.23 2.56
C -2.16 -5.72 2.61
O -2.43 -6.22 1.31
H -2.76 -3.71 2.13
H -1.70 -3.83 3.56
H -1.04 -4.01 1.92
H -3.03 -5.94 3.24
H -1.30 -6.26 3.03
H -1.65 -6.03 0.76
C 3.22 6.40 2.04
C 3.49 4.91 2.12
O 4.06 4.45 0.90
H 2.53 6.62 1.22
H 2.77 6.77 2.97
H 4.14 6.96 1.85
H 2.57 4.36 2.29
H 4.19 4.69 2.94
H 4.89 4.94 0.76
C 8.87 4.64 0.30
C 7.54 4.47 -0.41
O 6.67 5.56 -0.10
H 8.72 4.69 1.38
H 9.54 3.80 0.07
H 9.35 5.57 0.00
H 7.05 3.55 -0.09
H 7.68 4.43 -1.50
H 7.11 6.37 -0.39

=====

114
Properties=species:S:1:pos:R:3 method="wB97M-V/def2-TZVPD" e_above_lowest_kcal_mol=95.62 orbital_gap_ev=7.88 homo_ha=-0.3747 total_energy_ev=-123832.45339 total_charge=+1 lumo_energy_ha=-0.0852
C 1.58 4.05 -0.08
C 1.23 3.56 -1.55
O 1.58 2.17 -1.79
C 1.05 1.82 -3.10
O 1.98 1.22 -3.97
C 2.45 -0.08 -3.59
C 1.59 -0.87 -2.52
C 0.20 -1.42 -3.12
C -0.79 -1.89 -1.98
C -2.24 -2.33 -2.51
C -3.31 -1.45 -1.70
O -3.31 -1.92 -0.31
C -4.15 -1.11 0.45
C -4.23 -1.36 2.00
O -4.82 -0.20 -0.04
C 4.03 -0.02 -3.22
C 4.76 -1.02 -4.23
C 4.76 -2.56 -3.85
C 5.92 -3.24 -4.74
Br 3.08 -3.51 -4.42
O 4.12 -0.28 -1.83
C 5.41 -0.53 -1.29
C 5.20 -1.72 -0.21
C 6.56 -2.23 0.44
C 7.63 -2.80 -0.59
C 9.01 -2.98 0.22
N 9.04 -4.21 1.05
C 6.09 0.75 -0.56
C 7.70 0.66 -0.66
C 5.60 0.99 0.93
C 4.03 1.27 0.95
B 4.48 1.49 -3.69
N 5.11 1.69 -5.05
O 4.29 2.67 -2.92
H 0.66 4.59 0.31
H 2.37 4.87 -0.17
H 1.89 3.23 0.63
H 1.76 4.26 -2.28
H 0.10 3.69 -1.70
H 0.04 1.29 -3.02
H 0.79 2.83 -3.58
H 2.36 -0.72 -4.54
H 1.46 -0.34 -1.53
H 2.17 -1.82 -2.28
H -0.28 -0.67 -3.83
H 0.47 -2.32 -3.74
H -0.33 -2.83 -1.52
H -0.88 -1.15 -1.12
H -2.41 -3.44 -2.29
H -2.33 -2.17 -3.63
H -2.90 -0.40 -1.68
H -4.35 -1.51 -2.16
H -4.52 -2.43 2.21
H -5.05 -0.69 2.41
H -3.23 -1.14 2.48
H 5.86 -0.70 -4.27
H 4.38 -0.90 -5.29
H 5.04 -2.78 -2.78
H 6.13 -4.29 -4.35
H 6.85 -2.60 -4.78
H 5.50 -3.38 -5.79
H 6.21 -0.92 -1.98
H 4.45 -1.43 0.59
H 4.73 -2.64 -0.71
H 7.09 -1.49 1.10
H 6.27 -3.11 1.12
H 7.88 -2.11 -1.45
H 7.37 -3.82 -1.02
H 9.82 -3.03 -0.59
H 9.17 -2.02 0.79
H 8.12 -4.41 1.45
H 9.65 -3.98 1.85
H 5.85 1.72 -1.12
H 8.16 0.14 0.23
H 8.02 0.25 -1.66
H 8.06 1.75 -0.60
H 6.08 1.95 1.31
H 5.85 0.16 1.65
H 3.62 1.51 1.98
H 3.40 0.42 0.54
H 3.84 2.15 0.26
H 5.04 2.69 -5.24
H 6.11 1.42 -5.00
H 4.04 2.48 -2.00
C -8.89 3.29 2.78
C -9.57 1.97 3.09
N -8.62 0.79 3.29
C -7.99 0.47 1.94
C -9.44 -0.47 3.64
C -10.15 -0.48 4.98
C -7.45 1.04 4.25
C -7.75 1.49 5.68
O -8.35 2.77 5.72
C -9.50 2.87 6.55
H -8.32 3.26 1.85
H -9.65 4.07 2.67
H -8.21 3.63 3.56
H -10.22 1.70 2.26
H -10.20 2.06 3.97
H -8.79 0.28 1.22
H -7.36 -0.41 2.06
H -7.39 1.32 1.62
H -8.75 -1.31 3.59
H -10.17 -0.57 2.84
H -9.48 -0.74 5.79
H -10.91 -1.26 4.97
H -10.66 0.46 5.22
H -6.84 1.80 3.76
H -6.88 0.11 4.28
H -6.78 1.59 6.19
H -8.30 0.75 6.25
H -9.55 2.09 7.32
H -10.40 2.83 5.93
H -9.49 3.85 7.04

=====

147
Properties=species:S:1:pos:R:3 method="wB97M-V/def2-TZVPD" orbital_gap_ev=8.77 homo_ha=-0.3917 total_energy_ev=-191775.61927 total_charge=+1 lumo_energy_ha=-0.0695
C -1.68 -5.57 3.12
C -0.62 -4.53 3.49
N -0.94 -3.19 2.99
C -0.61 -2.80 1.68
N 0.99 -2.80 1.43
C 1.91 -2.43 2.59
C 2.22 -1.06 3.30
N 3.30 -1.50 4.19
N 2.71 -0.02 2.44
N 1.12 -0.50 4.05
C 1.37 -2.49 -0.07
C 1.75 -3.84 -0.74
C 0.72 -4.93 -1.08
C 0.30 -5.85 0.07
I 0.45 -7.93 -0.38
C 2.59 -1.55 -0.27
C 4.03 -1.87 0.15
C 4.73 -3.00 -0.61
I 5.13 -0.06 -0.37
C 0.13 -1.91 -0.80
B 0.39 -1.64 -2.38
O -0.32 -2.42 -3.29
O 1.22 -0.68 -2.82
C 1.88 -0.76 -4.09
C -0.69 -0.84 -0.03
C 0.00 0.46 0.40
C 0.58 1.35 -0.71
C -1.39 -1.58 1.18
C -1.93 -0.59 2.24
N -3.01 -1.12 3.08
C -2.86 -0.82 4.49
P -2.87 -2.37 0.29
O -3.86 -1.07 0.24
O -3.59 -3.40 1.34
H -2.02 -5.45 2.10
H -2.54 -5.49 3.78
H -1.26 -6.57 3.23
H -0.57 -4.45 4.58
H 0.38 -4.87 3.18
H -0.87 -2.47 3.67
H -0.87 -3.64 1.02
H 1.14 -3.80 1.45
H 1.55 -3.06 3.40
H 2.86 -2.88 2.32
H 3.63 -0.68 4.68
H 2.96 -2.13 4.91
H 3.72 -0.07 2.34
H 2.51 0.89 2.85
H 0.44 -1.16 4.39
H 0.66 0.26 3.57
H 2.27 -3.58 -1.66
H 2.51 -4.33 -0.12
H -0.18 -4.53 -1.55
H 1.19 -5.55 -1.85
H 0.93 -5.74 0.96
H -0.74 -5.73 0.35
H 2.65 -1.48 -1.35
H 2.33 -0.55 0.05
H 4.22 -1.96 1.21
H 4.51 -3.98 -0.16
H 4.44 -3.02 -1.66
H 5.81 -2.87 -0.58
H -0.60 -2.72 -0.87
H -0.07 -3.34 -3.41
H 2.81 -0.21 -4.00
H 1.26 -0.32 -4.87
H 2.10 -1.79 -4.37
H -1.51 -0.57 -0.71
H -0.75 1.07 0.90
H 0.76 0.24 1.15
H 0.03 1.25 -1.64
H 1.63 1.16 -0.92
H 0.48 2.38 -0.37
H -2.30 0.27 1.68
H -1.14 -0.21 2.88
H -3.88 -0.74 2.75
H -3.78 -1.09 5.01
H -2.65 0.24 4.71
H -2.07 -1.42 4.94
H -4.78 -1.33 0.43
H -3.85 -4.18 0.83
C 1.07 6.27 -2.62
C 2.30 6.29 -1.75
O 1.77 6.53 -0.43
S 0.36 5.82 -0.27
O 0.49 4.56 0.37
O -0.56 6.76 0.26
O 0.09 5.57 -1.81
H 0.69 7.27 -2.83
H 1.20 5.72 -3.55
H 3.00 7.09 -1.99
H 2.83 5.34 -1.76
C -6.09 -1.21 -2.73
C -7.12 -0.36 -2.02
O -7.83 0.27 -3.09
S -7.91 -0.70 -4.36
O -9.14 -1.40 -4.37
O -7.47 0.02 -5.49
O -6.77 -1.72 -3.88
H -5.25 -0.60 -3.07
H -5.73 -2.03 -2.12
H -6.68 0.41 -1.39
H -7.81 -0.97 -1.44
C -10.30 -2.08 2.09
C -9.37 -1.29 2.99
O -8.17 -2.08 3.00
S -7.96 -2.78 1.59
O -7.07 -2.01 0.78
O -7.69 -4.15 1.80
O -9.43 -2.55 1.04
H -10.74 -2.94 2.59
H -11.08 -1.47 1.63
H -9.73 -1.21 4.01
H -9.15 -0.30 2.59
C 8.11 -2.46 -2.79
C 8.35 -3.32 -4.02
O 7.04 -3.42 -4.60
S 6.24 -2.06 -4.39
O 6.33 -1.23 -5.53
O 4.96 -2.39 -3.84
O 7.18 -1.47 -3.25
H 7.66 -3.04 -1.98
H 9.00 -1.95 -2.43
H 8.69 -4.33 -3.78
H 9.03 -2.85 -4.73
C 6.41 8.97 -4.94
C 5.02 8.95 -5.56
O 4.79 7.55 -5.81
S 5.48 6.67 -4.68
O 4.53 6.31 -3.68
O 6.25 5.66 -5.29
O 6.40 7.81 -4.08
H 7.20 8.85 -5.68
H 6.59 9.85 -4.33
H 4.97 9.47 -6.51
H 4.26 9.32 -4.88
C -1.64 7.28 3.34
C -0.36 7.21 4.14
O -0.81 7.23 5.50
S -2.20 6.47 5.63
O -1.99 5.12 6.05
O -3.10 7.30 6.34
O -2.55 6.45 4.08
H -2.04 8.30 3.30
H -1.54 6.88 2.34
H 0.30 8.05 3.98
H 0.18 6.27 3.96